No. 1
Here is a structure of composition C27H49Be2BrCaClF4GaN2O9 at a distorted geometry from the OMol25 dataset. Energies are from wB97M-V/def2-TZVPD.

Structure (ORCA input):
```
! wB97M-V def2-TZVPD RIJCOSX def2/J DEFGRID3
* xyz 0 1
C 2.83014 -6.76400 0.56390
O 2.03010 -7.54854 -0.27918
C 2.13483 -7.19457 -1.63851
C 1.62006 -5.77634 -1.94175
C 0.54799 -5.73639 -3.03675
C 0.76951 -4.72504 -4.15329
C 1.40499 -3.43218 -3.69004
Ga 0.28078 -2.31470 -2.35700
C 1.64057 -1.18414 -1.22725
C 2.45835 -2.00163 -0.24560
C 3.77465 -2.49640 -0.79887
O 4.82017 -1.60322 -0.45958
C 6.00864 -2.26657 -0.09828
C -0.85274 -3.34761 -1.05273
C -1.76368 -2.34947 -0.32181
C -1.15758 -1.79013 0.93522
F -0.81643 -0.49095 0.77406
F -2.05137 -1.80733 1.94561
F -0.09225 -2.45474 1.39177
H 2.25619 -5.92184 0.94829
H 3.14420 -7.33889 1.41905
H 3.67673 -6.34287 0.02919
H 1.62266 -7.94343 -2.22158
H 3.18930 -7.24706 -1.91047
H 2.48525 -5.17542 -2.17576
H 1.15381 -5.45818 -1.02136
H 0.54255 -6.74444 -3.55077
H -0.44251 -5.62912 -2.64118
H 1.43564 -5.18782 -4.90069
H -0.16967 -4.50954 -4.65052
H 2.40597 -3.57327 -3.31679
H 1.54435 -2.84049 -4.60204
H -0.72221 -1.30920 -3.18115
H 2.24536 -0.75934 -2.01094
H 1.11678 -0.36725 -0.73394
H 2.67862 -1.36926 0.60198
H 1.90024 -2.85589 0.09991
H 3.99568 -3.45848 -0.35364
H 3.76719 -2.60706 -1.88076
H 6.80944 -1.54723 -0.09503
H 5.91183 -2.67989 0.90076
H 6.25548 -3.07821 -0.77546
H -0.28372 -3.95747 -0.37309
H -1.51046 -3.99320 -1.61085
H -2.06992 -1.54007 -0.96217
H -2.65933 -2.87355 -0.02417
C 2.59872 -1.89616 4.61388
O 3.53535 -1.65093 5.42224
N 1.88916 -3.00680 4.82116
N 2.30012 -1.10487 3.58852
H 1.12710 -3.34669 4.26188
H 2.28084 -3.48260 5.65048
H 2.84926 -0.23642 3.45627
H 1.54330 -1.30660 2.96033
Be 1.60903 0.34359 -2.77670
F 2.64983 1.41083 3.98871
Be 2.45039 -6.99114 -5.22898
C -2.24848 4.66889 2.77139
C -1.03782 4.45849 2.00054
C -0.63432 3.01104 1.82704
O 0.30389 2.66814 1.14582
C -1.43348 2.01753 2.52291
C -2.64114 2.22961 3.30039
C -3.10247 3.66831 3.38454
O -4.12818 3.99494 3.93450
O -3.26116 1.35202 3.84726
O -0.37824 5.34139 1.50904
H -2.59970 5.68917 2.92352
H -1.05685 1.00769 2.41799
Ca 0.58996 -0.50046 -5.08746
Br -0.92956 -8.29536 -3.78998
C -3.20666 3.78802 -3.06747
C -1.84888 3.23784 -2.66849
C -0.89974 4.34492 -2.24327
O -1.27912 2.50113 -3.76858
H -3.10876 4.47123 -3.91552
H -3.87321 2.98207 -3.37390
H -3.66990 4.32672 -2.24204
H -1.96767 2.52378 -1.85414
H -0.73400 5.04448 -3.06717
H 0.07135 3.93594 -1.96397
H -1.29674 4.89962 -1.39439
H -1.16686 3.11695 -4.50027
Cl 4.01735 -3.66684 6.25270
C -4.47044 10.30437 2.24822
C -5.12920 9.18167 1.44818
C -4.16693 8.02643 1.69127
O -3.60439 8.23107 2.98907
C -3.92333 9.54673 3.45099
H -5.15275 11.10458 2.52797
H -3.65089 10.74045 1.67357
H -6.10954 8.94931 1.86838
H -5.25823 9.41008 0.39178
H -3.34897 8.02809 0.96137
H -4.65943 7.05271 1.65955
H -4.67511 9.46095 4.24212
H -3.02964 10.00639 3.87198
*
```

Results
Energy relative to the best compared isomer or geometry (same formula, charge and spin), kJ/mol: 0.00
Lowest unoccupied orbital energy, Ha: -0.187
E_HOMO, eV: -6.30



No. 2
Here is a structure of composition C27H49BiF2NO2Si2 at a distorted geometry from the OMol25 dataset. Energies are from wB97M-V/def2-TZVPD.

Structure (ORCA input):
```
! wB97M-V def2-TZVPD RIJCOSX def2/J DEFGRID3
* xyz 1 1
O 1.65244 0.92714 1.56743
O 3.24383 1.23841 -0.23899
C 1.46504 2.32301 2.03373
C 0.68546 2.29223 3.31180
H 0.94379 2.84984 1.21405
H 2.47815 2.73546 2.14930
H -0.31059 1.85749 3.17895
H 0.55888 3.32883 3.60596
H 1.20952 1.77753 4.12331
C 2.65024 0.10567 2.35509
C 3.91246 0.80499 2.75137
H 2.82088 -0.78908 1.73211
H 2.03608 -0.16079 3.21684
H 4.48857 1.22778 1.91959
H 4.54324 0.03871 3.21605
H 3.74580 1.56836 3.51854
C 3.66694 -0.01736 -0.97120
C 3.45083 2.62417 -0.77744
C 5.00544 -0.42567 -0.45233
H 3.62751 0.25939 -2.02850
H 2.87501 -0.74217 -0.73198
H 5.76852 0.34322 -0.59987
H 5.28487 -1.30724 -1.01979
H 4.96176 -0.70204 0.60667
C 4.90848 2.93503 -0.68243
H 2.82434 3.25034 -0.12712
H 3.04007 2.60283 -1.79404
H 5.31050 2.77501 0.32539
H 5.00226 3.98786 -0.92203
H 5.48209 2.36289 -1.41197
H 2.29875 1.08599 0.37383
Bi -1.30626 -0.80838 -0.07399
C -0.53259 1.10559 -1.09569
Si -0.86930 2.03040 -2.56914
H -0.99022 1.39980 -0.07768
H 0.26502 0.25619 -1.05712
C -0.46585 3.81451 -2.14356
C -2.61401 2.10722 -3.23224
C 0.20014 1.42562 -3.98323
C -1.06207 -1.30556 2.00504
Si -0.30545 -2.93122 2.13949
H -2.19078 -1.43803 1.84027
H -0.97621 -0.55952 2.79621
C 0.68898 -2.96353 3.71788
C 0.79190 -3.38603 0.69157
C -1.68628 -4.18107 2.31951
H 1.22258 1.17942 -3.65112
H 0.26729 2.21300 -4.75379
H -0.24241 0.52838 -4.45034
H -0.93540 4.08933 -1.18447
H -0.86763 4.46788 -2.93179
H 0.62060 3.97288 -2.06541
H -3.37513 2.19746 -2.43642
H -2.84539 1.22117 -3.84932
H -2.69678 3.00102 -3.88315
H 1.85256 -3.38359 1.00000
H 0.68518 -2.67990 -0.15294
H 0.53841 -4.39563 0.32347
H -1.25213 -5.17862 2.50177
H -2.31610 -4.23266 1.41422
H -2.32757 -3.92277 3.18165
H 0.83810 -4.01108 4.02207
H 0.14887 -2.44131 4.52346
H 1.67459 -2.49414 3.58447
F -1.70647 -4.80082 -3.79793
C -2.30343 -3.83092 -3.03971
C -1.50097 -3.03763 -2.24314
C -2.25663 -2.10294 -1.53153
C -3.61649 -1.77553 -1.45623
C -4.27147 -2.67086 -2.31450
F -5.62072 -2.56638 -2.41799
C -3.68483 -3.66509 -3.09019
C -4.22466 -0.70648 -0.63020
C -5.54710 -0.37122 -0.51448
C -6.00366 0.65498 0.29526
C -5.13657 1.42766 1.06536
C -3.79654 1.13301 0.99182
N -3.40313 0.08567 0.16093
H -0.39944 -3.16162 -2.19117
H -4.27926 -4.30792 -3.73103
H -6.24678 -0.95278 -1.09787
H -7.06478 0.86554 0.33874
H -5.47797 2.23564 1.70935
H -3.02688 1.69303 1.58253
*
```

Results
Energy relative to the best compared isomer or geometry (same formula, charge and spin), kJ/mol: 273.39
Lowest unoccupied orbital energy, Ha: -0.105
E_HOMO, eV: -7.28



No. 3
Here is a cluster of 6 separate species, C27H49ClO14S in total at a distorted geometry from the OMol25 dataset. Energies are from wB97M-V/def2-TZVPD.

Structure (ORCA input):
```
! wB97M-V def2-TZVPD RIJCOSX def2/J DEFGRID3
* xyz 0 1
C -0.89086 -0.06763 -0.83047
C -0.00579 0.98455 0.11230
C 1.57445 1.07862 -0.31278
O 2.30808 -0.19336 -0.18813
C 2.61807 -0.68417 -1.54393
O 2.70389 -1.96946 -1.90147
O 2.78084 0.45127 -2.47578
C 2.00242 1.52125 -1.83169
S 3.25070 2.89974 -1.58024
C 0.90363 2.19823 -2.84219
C 0.76313 1.28039 -4.23144
O -0.29203 0.49385 -4.50371
Cl 2.09331 1.32838 -5.57313
H -0.63886 -1.20117 -0.60557
H -2.01746 0.07973 -0.47029
H -0.83434 0.19876 -1.96844
H -0.53632 2.03834 0.23504
H -0.02764 0.49742 1.20213
H 2.05222 1.75378 0.51513
H 3.08482 3.54519 -0.33869
H 1.37489 3.22687 -3.21495
H -0.13114 2.45141 -2.35791
C 9.39016 0.95070 -1.29964
C 9.41021 2.16130 -0.38871
O 8.63388 3.23853 -0.94879
C 7.29983 3.38238 -0.79391
C 6.50297 2.22821 -0.26232
O 6.73967 4.41420 -1.15657
H 8.37727 0.55541 -1.42193
H 10.02520 0.15601 -0.89924
H 9.74726 1.21787 -2.29955
H 9.08396 1.92960 0.62967
H 10.43800 2.53119 -0.30682
H 6.11977 1.63824 -1.09825
H 5.65979 2.62470 0.31603
H 7.05952 1.58331 0.41851
C -3.81986 -3.33708 -4.55573
C -3.66890 -3.21010 -3.05346
O -3.25706 -1.87795 -2.68934
C -4.10064 -0.84017 -2.50026
C -5.52104 -0.96637 -2.96524
O -3.68963 0.21663 -2.02678
H -4.59694 -2.66968 -4.94027
H -4.07753 -4.36288 -4.83226
H -2.88812 -3.05922 -5.05909
H -4.57267 -3.50426 -2.51133
H -2.87339 -3.88281 -2.71508
H -5.60667 -0.56540 -3.97795
H -6.16073 -0.38399 -2.29125
H -5.90531 -1.98660 -2.93982
C 8.10416 4.95329 3.35093
C 6.83074 5.61581 2.86595
O 5.75003 4.66478 2.79955
C 4.95523 4.33454 3.84051
C 5.36792 4.73884 5.22467
O 3.95237 3.64696 3.66318
H 7.99188 4.55896 4.36535
H 8.93473 5.66412 3.34650
H 8.36253 4.10450 2.70944
H 6.55185 6.48663 3.46687
H 6.98357 5.98168 1.84483
H 5.93465 3.92589 5.68467
H 4.46387 4.92810 5.81586
H 5.95067 5.65987 5.26072
C -7.91922 -5.51741 0.53682
C -7.47544 -4.08025 0.35416
O -7.01686 -3.85146 -0.99275
C -7.81960 -3.53493 -2.03187
C -9.30220 -3.70429 -1.88059
O -7.33664 -3.18931 -3.10762
H -8.76559 -5.76309 -0.11160
H -8.21329 -5.70160 1.57351
H -7.10924 -6.20489 0.27218
H -8.25010 -3.35977 0.63351
H -6.62008 -3.88325 1.00946
H -9.59182 -4.69317 -2.24378
H -9.80323 -2.93742 -2.48351
H -9.66065 -3.56779 -0.85978
C -1.98651 -2.09193 2.78875
C -3.25994 -1.42941 2.30376
O -4.34065 -2.38044 2.23736
C -5.13545 -2.71068 3.27833
C -4.72276 -2.30638 4.66249
O -6.13831 -3.39826 3.10099
H -2.09880 -2.48626 3.80316
H -1.15595 -1.38110 2.78431
H -1.72814 -2.94072 2.14725
H -3.53882 -0.55859 2.90469
H -3.10711 -1.06354 1.28265
H -4.15603 -3.11934 5.12248
H -5.62681 -2.11712 5.25368
H -4.14001 -1.38535 4.69853
*
```

Results
Energy relative to the best compared isomer or geometry (same formula, charge and spin), kJ/mol: 546.27
Lowest unoccupied orbital energy, Ha: 0.007
SMILES: CC[C@H]1OC(=O)O[C@@]1(S)CC(=O)Cl.CCOC(C)=O.CCOC(C)=O.CCOC(C)=O.CCOC(C)=O.CCOC(C)=O
E_HOMO, eV: -9.38